Record 1
98
Properties=species:S:1:pos:R:3 method="wB97M-V/def2-TZVPD" energy_ha=-9906.428397 total_charge=+2 lumo_energy_ev=-9.91 homo_energy_ev=-11.378 homo_lumo_gap_ev=1.47
Zn -6.936 23.142 -8.196
Zn -10.288 17.242 -6.420
C -4.594 17.804 -8.282
F -3.642 18.394 -9.012
F -4.527 16.451 -8.495
F -4.381 18.141 -7.060
S -6.361 18.519 -8.860
O -7.354 17.938 -7.915
O -6.366 19.969 -8.746
O -6.589 18.033 -10.254
C -12.560 22.777 -6.733
F -13.632 22.529 -5.924
F -12.711 22.381 -7.969
F -12.265 24.079 -6.792
S -10.965 21.886 -6.076
O -9.894 22.461 -6.910
O -10.735 22.194 -4.651
O -11.164 20.437 -6.295
C -4.668 24.154 -3.362
S -4.307 22.531 -4.164
O -4.927 22.763 -5.565
C -2.456 22.661 -4.306
H -5.676 24.167 -2.948
H -4.447 24.787 -4.221
H -3.922 24.384 -2.601
H -2.015 21.705 -4.586
H -1.927 23.069 -3.444
H -2.152 23.354 -5.090
C -8.132 16.336 -0.810
S -7.749 17.387 -2.299
O -8.861 17.368 -3.348
C -7.894 19.036 -1.470
H -8.385 15.308 -1.072
H -9.059 16.721 -0.385
H -7.295 16.304 -0.113
H -7.080 19.320 -0.803
H -8.800 19.044 -0.863
H -7.976 19.902 -2.127
C -14.502 27.470 -3.858
S -15.468 28.466 -2.679
O -14.513 29.488 -2.126
C -16.511 29.298 -3.961
H -13.858 27.998 -4.560
H -15.254 26.919 -4.424
H -13.842 26.915 -3.191
H -17.355 29.776 -3.463
H -16.902 28.482 -4.569
H -16.042 30.053 -4.592
C -11.040 23.585 -12.431
S -9.233 23.295 -12.532
O -8.784 23.160 -11.066
C -9.395 21.602 -13.212
H -11.573 22.904 -11.767
H -11.421 23.401 -13.436
H -11.231 24.642 -12.248
H -9.362 21.566 -14.301
H -10.197 20.998 -12.789
H -8.512 21.143 -12.768
C -5.328 28.576 -6.120
S -6.692 27.777 -7.025
O -6.834 26.278 -6.669
C -7.961 28.756 -6.154
H -4.354 28.087 -6.143
H -5.448 28.704 -5.044
H -5.284 29.568 -6.568
H -7.859 28.456 -5.111
H -8.969 28.561 -6.518
H -7.792 29.827 -6.268
C -14.093 17.295 -10.823
S -12.235 17.633 -10.851
O -11.702 17.250 -9.439
C -11.656 16.376 -12.024
H -14.631 17.938 -10.127
H -14.307 16.314 -10.398
H -14.605 17.461 -11.771
H -10.584 16.192 -11.967
H -11.866 16.710 -13.040
H -12.180 15.420 -12.024
C -13.112 23.934 0.366
S -12.825 22.222 0.996
O -13.907 21.981 2.107
C -13.474 21.306 -0.488
H -12.288 24.007 -0.344
H -13.043 24.697 1.142
H -14.010 24.122 -0.223
H -14.551 21.147 -0.419
H -13.087 20.289 -0.558
H -13.329 21.943 -1.360
C -13.744 13.679 -4.247
S -14.179 15.438 -4.513
O -13.186 15.869 -5.597
C -15.823 15.356 -5.442
H -12.784 13.256 -3.948
H -13.929 13.291 -5.249
H -14.455 13.238 -3.549
H -16.330 14.494 -5.009
H -15.543 15.197 -6.483
H -16.422 16.263 -5.362


Record 2
76
Properties=species:S:1:pos:R:3 method="wB97M-V/def2-TZVPD" energy_ha=-1404.842058 total_charge=+1 lumo_energy_ev=-1.81 homo_energy_ev=-11.777 e_above_lowest_kcal_mol=42.95 homo_lumo_gap_ev=9.97
O -0.371 -1.260 -0.425
H 0.390 -0.828 0.090
H -0.724 -1.825 0.240
H -1.078 -0.645 -0.710
C -2.794 0.975 -1.119
O -1.466 0.782 -1.152
C -0.880 1.798 -2.049
C 0.625 1.985 -1.685
N 1.181 2.712 -2.787
C 2.593 3.080 -2.586
C 2.995 4.035 -3.629
O 4.454 4.191 -3.513
C 4.917 5.464 -3.953
H -3.148 0.998 -2.165
H -3.092 2.019 -0.662
H -3.347 0.204 -0.596
H -1.450 2.743 -2.132
H -1.021 1.363 -2.974
H 1.039 0.945 -1.511
H 0.764 2.447 -0.618
H 0.752 3.644 -2.931
H 3.255 2.313 -2.632
H 2.697 3.602 -1.645
H 2.649 4.924 -3.503
H 2.752 3.638 -4.723
H 4.621 6.296 -3.333
H 5.018 5.848 -4.913
H 5.972 5.574 -3.890
C -3.799 2.432 2.915
O -2.712 1.756 3.157
C -1.838 1.289 2.028
C -0.568 0.747 2.674
N 0.420 0.443 1.723
C 1.545 -0.216 2.374
C 2.632 -0.354 1.325
O 2.075 -0.784 0.029
C 3.079 -0.994 -0.903
H -4.269 1.931 2.011
H -3.407 3.181 2.605
H -4.437 2.938 3.528
H -1.571 2.097 1.378
H -2.121 0.640 1.449
H -0.959 -0.194 3.220
H -0.180 1.550 3.421
H 0.764 1.494 1.558
H 1.295 -1.191 2.829
H 1.941 0.537 3.125
H 3.328 -1.076 1.638
H 3.148 0.533 1.354
H 2.415 -1.321 -1.932
H 3.671 -1.710 -0.640
H 3.765 -0.164 -1.052
C 2.018 -4.646 3.486
O 0.916 -3.921 3.427
C 0.406 -3.947 2.124
C -0.931 -3.239 2.196
N -1.594 -3.184 0.876
C -2.965 -2.916 0.882
C -3.671 -2.904 -0.477
O -2.716 -2.115 -1.312
C -3.112 -2.081 -2.687
H 2.909 -4.356 2.863
H 2.104 -5.820 3.304
H 2.462 -4.736 4.480
H 0.191 -4.963 1.841
H 1.185 -3.631 1.256
H -0.837 -2.125 2.637
H -1.339 -3.638 3.069
H -1.621 -4.168 0.479
H -3.225 -2.003 1.431
H -3.678 -3.580 1.532
H -4.670 -2.384 -0.366
H -3.793 -3.987 -0.589
H -4.057 -1.606 -2.681
H -3.092 -3.156 -2.833
H -2.412 -1.481 -3.246


Record 3
76
Properties=species:S:1:pos:R:3 method="wB97M-V/def2-TZVPD" energy_ha=-1466.870789 lumo_energy_ev=0.24 homo_energy_ev=-9.319 smiles="CC(C)=O.CC(C)=O.CC(C)=O.CC(C)=O.CO.CO.CO.CO.CO.CO" e_above_lowest_kcal_mol=25.90 homo_lumo_gap_ev=9.56
C 16.080 10.966 5.417
C 15.640 11.946 4.337
C 16.739 12.646 3.570
O 14.487 12.183 4.062
H 16.852 11.489 5.986
H 16.488 10.031 5.042
H 15.252 10.786 6.096
H 17.152 12.108 2.714
H 17.601 12.881 4.199
H 16.370 13.589 3.167
C 9.120 16.663 -3.112
C 9.720 16.652 -1.747
C 9.675 15.339 -0.986
O 10.075 17.673 -1.220
H 9.433 15.758 -3.646
H 9.468 17.470 -3.750
H 8.038 16.650 -2.976
H 8.669 14.991 -1.246
H 9.978 15.450 0.049
H 10.281 14.499 -1.345
C 10.253 17.042 3.783
C 10.919 18.343 4.101
C 11.055 19.362 3.012
O 11.271 18.576 5.236
H 10.466 16.246 4.502
H 10.447 16.579 2.815
H 9.166 17.106 3.912
H 10.863 20.334 3.473
H 10.147 19.275 2.395
H 11.868 19.326 2.295
C 13.560 10.619 -1.858
C 14.870 10.608 -1.089
C 14.753 10.962 0.378
O 15.922 10.258 -1.561
H 13.533 11.335 -2.682
H 12.727 10.851 -1.195
H 13.304 9.675 -2.343
H 13.834 11.527 0.525
H 15.624 11.516 0.734
H 14.726 10.136 1.095
C 8.332 12.559 0.597
O 8.053 12.224 -0.767
H 9.250 12.054 0.910
H 8.609 13.614 0.646
H 7.421 12.448 1.181
H 7.427 11.499 -0.785
C 12.161 13.718 1.846
O 11.868 12.487 2.516
H 11.385 13.977 1.130
H 12.351 14.554 2.522
H 13.075 13.461 1.299
H 12.672 12.157 2.932
C 14.097 16.453 0.718
O 13.048 16.945 1.556
H 13.627 16.054 -0.177
H 14.817 17.256 0.527
H 14.590 15.665 1.305
H 13.424 17.303 2.364
C 9.488 13.113 5.312
O 9.322 12.847 3.937
H 8.527 13.016 5.809
H 10.188 12.393 5.762
H 9.928 14.099 5.493
H 10.160 12.930 3.459
C 12.835 9.710 5.279
O 11.815 8.813 5.687
H 13.317 10.042 6.198
H 13.603 9.282 4.625
H 12.383 10.575 4.782
H 11.493 8.334 4.918
C 12.904 14.959 5.309
O 13.338 16.047 4.522
H 12.411 15.322 6.215
H 12.158 14.406 4.734
H 13.640 14.193 5.569
H 14.052 16.519 4.961